# C7H12N2O6

An isolated molecule of C7H12N2O6 at a distorted geometry (the ωB97M-V functional and the def2-TZVPD basis, OMol25).

The geometry in XYZ format:
```
27
C7H12N2O6, DFT the ωB97M-V functional and the def2-TZVPD basis
N -1.85 1.11 1.39
C -0.59 0.83 0.77
C 0.25 2.04 0.93
C 1.46 2.04 0.05
O 1.80 1.08 -0.65
O 2.18 3.20 0.02
C 0.11 -0.39 1.39
O 0.59 -0.34 2.49
N 0.05 -1.58 0.71
C -0.45 -1.77 -0.61
C -1.99 -1.60 -0.77
O -2.68 -2.15 0.26
C 0.26 -1.01 -1.70
O -0.34 -0.27 -2.48
O 1.57 -1.30 -1.82
H -2.47 0.25 1.44
H -1.77 1.59 2.29
H -0.67 0.63 -0.31
H -0.42 2.91 0.82
H 0.82 2.22 1.89
H 2.95 2.94 -0.43
H 0.30 -2.39 1.28
H -0.29 -2.86 -0.75
H -2.29 -0.55 -0.90
H -2.25 -2.12 -1.71
H -2.52 -1.49 0.98
H 1.91 -0.48 -2.24
```

The orbital gap comes out at 10.141 eV. As for the total charge: 0. The value obtained for the largest force on an atom is 2.67 eV Å⁻¹. The calculation puts the calculated total energy at -834.91132 Ha. The structure (SMILES) is N[C@@H](CC(=O)O)C(=O)N[C@@H](CO)C(=O)O. The energy above the lowest of the compared OMol25 structures with the same formula, charge and spin comes out at 1.234 eV.

***

# C28H50N5O6P

A 3-piece molecular cluster, C28H50N5O6P overall at a distorted geometry (the ωB97M-V functional and the def2-TZVPD basis, OMol25).

The geometry in XYZ format:
```
90
C28H50N5O6P, DFT the ωB97M-V functional and the def2-TZVPD basis
C 2.93 -3.36 4.82
C 3.53 -3.13 3.65
C 3.89 -2.37 2.25
C 4.24 -0.79 2.51
C 3.38 0.22 1.59
C 1.94 0.60 2.18
C 1.17 -0.24 3.30
C -0.28 0.16 3.82
P -1.09 -0.93 5.14
N -1.90 -0.03 6.21
C -0.98 1.46 3.17
N -2.36 1.88 3.57
C -3.25 0.76 3.09
C -4.55 1.23 2.25
C -5.29 -0.14 1.74
C -0.25 2.34 2.09
C 1.19 1.87 1.63
C 1.59 2.96 0.52
O 2.47 2.82 -0.38
N 0.66 4.13 0.76
C -0.68 3.67 1.31
O -1.81 4.22 1.14
H 2.34 -3.49 5.80
H 4.79 -2.90 1.78
H 2.98 -2.44 1.52
H 4.16 -0.49 3.62
H 5.35 -0.66 2.20
H 3.94 1.23 1.39
H 3.21 -0.25 0.55
H 1.64 -1.18 3.78
H -0.11 -1.73 5.87
H -2.09 -1.77 4.50
H -1.80 0.98 5.98
H -2.57 2.77 3.09
H -3.55 0.16 4.05
H -2.65 0.01 2.43
H -5.23 1.89 2.90
H -4.26 1.80 1.29
H -6.34 -0.23 2.22
H -5.30 -0.23 0.60
H -4.67 -1.05 2.14
H 1.21 4.64 1.48
C -6.37 -5.30 -3.86
O -7.19 -5.04 -2.74
C -7.41 -6.19 -1.92
C -6.71 -6.02 -0.56
N -5.25 -6.09 -0.71
C -4.52 -5.68 0.49
C -4.67 -4.22 0.95
O -4.10 -3.27 0.06
C -4.96 -2.88 -1.00
H -6.38 -4.42 -4.51
H -5.33 -5.50 -3.56
H -6.75 -6.15 -4.44
H -7.10 -7.12 -2.41
H -8.49 -6.25 -1.74
H -7.04 -6.82 0.11
H -7.02 -5.06 -0.15
H -4.97 -5.49 -1.47
H -3.46 -5.86 0.28
H -4.79 -6.35 1.32
H -4.11 -4.12 1.89
H -5.71 -3.96 1.20
H -6.02 -2.88 -0.72
H -4.80 -3.51 -1.88
H -4.69 -1.86 -1.29
C 3.13 4.03 -3.27
O 3.96 3.89 -4.41
C 4.36 5.14 -4.98
C 5.87 5.36 -4.78
N 6.18 5.61 -3.37
C 7.62 5.57 -3.07
C 8.35 4.23 -3.28
O 7.94 3.21 -2.38
C 6.80 2.48 -2.79
H 2.76 3.04 -3.00
H 3.70 4.43 -2.42
H 2.28 4.68 -3.48
H 3.78 5.98 -4.58
H 4.16 5.08 -6.05
H 6.19 6.23 -5.37
H 6.38 4.47 -5.15
H 5.72 4.91 -2.80
H 7.73 5.85 -2.02
H 8.12 6.35 -3.66
H 9.41 4.41 -3.07
H 8.31 3.88 -4.32
H 6.72 2.39 -3.87
H 5.89 2.94 -2.37
H 6.87 1.47 -2.37
```

The orbital gap comes out at 6.886 eV. As for the total charge: 0. The value obtained for the largest force on an atom is 6.71 eV Å⁻¹. The calculation puts the calculated total energy at -2162.92562 Ha. The structure (SMILES) is C#CCCCc1cc([PH2]=N)c(NCCC)c2c1C(=O)NC2=O.COCCNCCOC.COCCNCCOC.

***

# C5H6NO3S

An isolated ion of composition C5H6NO3S and charge -1 at a distorted geometry (the ωB97M-V functional and the def2-TZVPD basis, OMol25).

The geometry in XYZ format:
```
16
C5H6NO3S, DFT the ωB97M-V functional and the def2-TZVPD basis
N 2.59 -1.27 0.28
S 1.75 -0.07 -0.19
O 2.52 1.60 0.23
O 1.20 -0.17 -1.54
C 0.28 0.11 1.00
C -0.42 1.30 0.50
C -1.41 1.15 -0.38
C -1.86 -0.19 -0.70
C -1.35 -1.22 -0.01
O -0.45 -1.10 0.99
H 2.53 -1.98 -0.44
H 0.76 0.22 1.97
H 0.02 2.25 0.76
H -1.90 1.99 -0.85
H -2.59 -0.36 -1.48
H -1.66 -2.25 -0.15
```

The orbital gap comes out at 7.600 eV. As for the total charge: -1. The value obtained for the largest force on an atom is 6.29 eV Å⁻¹. The calculation puts the calculated total energy at -872.69780 Ha. The structure (SMILES) is N=[S@@](=O)([O-])[C@H]1C=CC=CO1. The energy above the lowest of the compared OMol25 structures with the same formula, charge and spin comes out at 3.903 eV.

***

# C60H120O12S4

A 12-piece molecular cluster, C60H120O12S4 overall at a distorted geometry (the ωB97M-V functional and the def2-TZVPD basis, OMol25).

The geometry in XYZ format:
```
196
C60H120O12S4, DFT the ωB97M-V functional and the def2-TZVPD basis
C -0.92 3.96 0.27
C -0.52 4.99 1.34
O 0.45 4.37 2.22
S 0.24 4.78 3.80
C 0.91 6.54 3.77
O -1.23 4.86 4.11
O 1.15 3.93 4.58
H -1.65 4.46 -0.37
H -1.35 3.01 0.59
H 0.00 3.75 -0.28
H 0.00 5.78 0.80
H -1.32 5.51 1.87
H 1.14 6.92 4.77
H 0.16 7.09 3.21
H 1.86 6.45 3.25
C 3.45 -1.88 1.58
C 4.20 -0.94 2.51
O 3.83 -1.21 3.82
S 4.43 -0.28 5.07
C 3.55 1.22 4.64
O 3.87 -0.70 6.38
O 5.84 -0.07 4.80
H 3.45 -2.93 1.88
H 3.77 -1.91 0.54
H 2.38 -1.71 1.55
H 5.27 -1.12 2.42
H 3.98 0.09 2.23
H 4.03 1.72 3.79
H 3.74 1.77 5.55
H 2.51 0.98 4.41
C 6.03 1.83 1.18
C 7.19 2.78 0.65
O 6.50 3.73 -0.13
S 7.20 4.48 -1.51
C 7.46 3.06 -2.71
O 6.20 5.41 -2.11
O 8.51 4.98 -1.11
H 5.38 2.47 1.78
H 6.50 1.23 1.96
H 5.48 1.13 0.55
H 7.65 3.35 1.46
H 8.00 2.31 0.10
H 6.65 2.41 -2.38
H 8.46 2.66 -2.50
H 7.43 3.34 -3.76
C 3.20 4.18 1.14
C 3.98 5.50 0.74
O 3.14 6.60 0.85
S 3.72 8.08 0.63
C 5.12 8.01 1.83
O 4.27 8.18 -0.73
O 2.81 9.07 1.10
H 3.64 3.29 0.71
H 2.25 4.28 0.61
H 3.00 4.12 2.21
H 4.77 5.53 1.49
H 4.49 5.56 -0.23
H 5.34 8.98 2.28
H 5.99 7.69 1.25
H 4.85 7.31 2.62
C 1.21 1.48 1.62
C -0.09 1.18 1.93
C -0.80 0.35 1.10
C -0.27 -0.11 -0.13
C 1.03 0.16 -0.37
C 1.81 0.92 0.53
H 1.81 2.15 2.23
H -0.54 1.59 2.82
H -1.81 0.05 1.35
H -0.75 -0.80 -0.81
H 1.48 -0.23 -1.27
H 2.85 1.17 0.38
C 3.55 2.74 -2.51
C 3.73 1.48 -3.08
C 4.06 1.39 -4.39
C 4.13 2.51 -5.21
C 3.90 3.72 -4.62
C 3.68 3.87 -3.29
H 3.27 2.72 -1.47
H 3.66 0.56 -2.53
H 4.17 0.40 -4.82
H 4.39 2.41 -6.25
H 3.97 4.59 -5.27
H 3.43 4.80 -2.79
C -0.55 0.52 5.35
C -1.17 -0.63 4.87
C -0.91 -1.86 5.49
C 0.19 -2.05 6.37
C 0.81 -0.87 6.81
C 0.41 0.37 6.33
H -0.73 1.51 4.97
H -2.02 -0.59 4.20
H -1.50 -2.69 5.12
H 0.38 -2.99 6.87
H 1.58 -0.89 7.57
H 0.86 1.31 6.61
C -7.02 -6.42 -1.26
C -5.57 -6.07 -0.90
C -5.44 -5.47 0.52
C -5.63 -3.93 0.60
C -4.36 -3.19 0.40
C -4.49 -1.68 0.31
H -7.25 -7.07 -0.42
H -7.01 -6.98 -2.19
H -7.66 -5.53 -1.26
H -4.91 -6.94 -0.88
H -5.13 -5.38 -1.62
H -4.47 -5.70 0.97
H -6.24 -5.99 1.04
H -6.35 -3.73 -0.20
H -6.10 -3.68 1.56
H -3.67 -3.32 1.24
H -3.92 -3.60 -0.50
H -3.56 -1.21 -0.02
H -5.30 -1.37 -0.35
H -4.67 -1.39 1.34
C 1.09 -2.22 -3.57
C 1.16 -2.70 -5.00
C 0.56 -1.67 -5.96
C 0.84 -2.06 -7.45
C -0.12 -3.04 -8.25
C -0.04 -2.86 -9.78
H 0.06 -1.90 -3.41
H 1.75 -1.38 -3.37
H 1.34 -2.89 -2.75
H 2.21 -2.84 -5.28
H 0.78 -3.72 -5.08
H 1.08 -0.74 -5.72
H -0.52 -1.54 -5.86
H 0.80 -1.15 -8.05
H 1.86 -2.42 -7.47
H 0.19 -4.05 -7.98
H -1.16 -2.91 -7.96
H 0.94 -3.08 -10.19
H -0.72 -3.55 -10.29
H -0.29 -1.82 -9.95
C -3.93 1.35 2.93
C -4.86 1.62 4.04
C -4.28 1.65 5.47
C -3.33 2.80 5.84
C -2.83 2.85 7.28
C -3.95 3.25 8.25
H -3.19 2.15 2.93
H -4.46 1.42 1.98
H -3.43 0.39 2.83
H -5.25 2.61 3.80
H -5.65 0.89 3.92
H -3.78 0.69 5.59
H -5.14 1.64 6.14
H -2.51 2.74 5.12
H -3.82 3.76 5.69
H -2.48 1.86 7.56
H -1.99 3.55 7.30
H -4.40 4.22 8.01
H -4.80 2.58 8.10
H -3.62 3.26 9.29
C 0.39 -4.36 1.38
C -0.23 -4.08 -0.01
C -0.47 -5.38 -0.79
C 0.83 -6.14 -1.30
C 0.52 -7.43 -2.09
C -0.16 -8.45 -1.20
H 1.06 -5.21 1.32
H -0.39 -4.51 2.13
H 1.02 -3.52 1.69
H -1.16 -3.52 0.11
H 0.44 -3.49 -0.65
H -1.05 -5.18 -1.69
H -1.17 -6.00 -0.23
H 1.35 -5.46 -1.97
H 1.51 -6.37 -0.48
H -0.10 -7.23 -2.96
H 1.44 -7.93 -2.41
H 0.40 -8.64 -0.28
H -1.12 -8.07 -0.86
H -0.39 -9.36 -1.75
C -6.98 0.46 -5.89
C -5.76 -0.32 -5.38
C -6.11 -1.57 -4.66
C -5.09 -2.14 -3.66
C -3.67 -2.28 -4.37
C -2.60 -2.94 -3.44
H -7.61 0.84 -5.09
H -7.54 -0.12 -6.62
H -6.64 1.34 -6.44
H -5.07 -0.53 -6.20
H -5.21 0.39 -4.76
H -6.28 -2.35 -5.41
H -7.04 -1.36 -4.14
H -4.85 -1.51 -2.81
H -5.46 -3.14 -3.41
H -3.67 -2.93 -5.24
H -3.27 -1.32 -4.69
H -2.47 -2.50 -2.45
H -2.78 -4.01 -3.28
H -1.60 -3.03 -3.87
```

The orbital gap comes out at 9.194 eV. As for the total charge: 0. The value obtained for the largest force on an atom is 4.17 eV Å⁻¹. The calculation puts the calculated total energy at -4853.56822 Ha. The structure (SMILES) is CCOS(C)(=O)=O.CCOS(C)(=O)=O.CCOS(C)(=O)=O.CCOS(C)(=O)=O.c1ccccc1.c1ccccc1.c1ccccc1.CCCCCC.CCCCCC.CCCCCC.CCCCCC.CCCCCC. The energy above the lowest of the compared OMol25 structures with the same formula, charge and spin comes out at 0.000 eV.

***

# C2H13NO4

A 4-piece molecular cluster, C2H13NO4 overall at a distorted geometry (the ωB97M-V functional and the def2-TZVPD basis, OMol25).

The geometry in XYZ format:
```
20
C2H13NO4, DFT the ωB97M-V functional and the def2-TZVPD basis
C 1.47 2.01 1.11
N 1.14 0.65 0.65
C 2.13 0.16 -0.29
O 3.29 -0.41 0.37
H 1.20 2.68 0.29
H 1.07 2.34 2.07
H 2.56 2.11 1.22
H 0.94 -0.09 1.31
H 2.36 0.98 -0.96
H 1.66 -0.69 -0.79
H 3.48 0.27 1.03
O 1.01 -2.06 -3.08
H 0.24 -2.12 -2.49
H 0.64 -2.50 -3.86
O -5.78 1.27 2.67
H -6.36 0.52 2.55
H -6.16 1.82 2.00
O -1.90 -1.25 -1.27
H -2.54 -1.96 -1.30
H -1.80 -1.13 -0.33
```

The orbital gap comes out at 9.382 eV. As for the total charge: 0. The value obtained for the largest force on an atom is 1.56 eV Å⁻¹. The calculation puts the calculated total energy at -439.66817 Ha. The structure (SMILES) is CNCO.O.O.O. The energy above the lowest of the compared OMol25 structures with the same formula, charge and spin comes out at 1.486 eV.

***

Question: Which value of largest force on an atom does entry 5 give?
Answer: 1.56 eV Å⁻¹

***

Question: Which formula does entry 3 have?
Answer: C5H6NO3S